{
  "formula": "C6H14N5",
  "method": "ωB97M-V/def2-TZVPD",
  "lumo_energy_ev": -3.2377,
  "orbital_gap_ha": 0.3073,
  "de_lowest_ev": 5.462,
  "homo_ev": -11.6,
  "total_charge": 1,
  "energy_ha": -510.41739,
  "elements": ["C", "C", "C", "C", "C", "C", "N", "N", "N", "N", "N", "H", "H", "H", "H", "H", "H", "H", "H", "H", "H", "H", "H", "H", "H"],
  "positions_angstrom": [[2.018, -0.498, -0.361], [-0.572, -0.501, -0.173], [0.733, -2.249, 0.516], [-2.965, -0.098, -0.369], [2.440, 0.684, -0.036], [1.829, 2.028, -0.306], [1.718, -1.715, -0.424], [-0.603, -1.785, 0.126], [-1.571, 0.228, -0.639], [3.669, 0.767, 0.644], [-3.339, 0.825, 0.663], [0.805, -3.315, 0.357], [1.053, -1.875, 1.526], [-3.445, 0.255, -1.256], [-3.015, -1.183, -0.224], [0.751, 1.951, -0.399], [2.065, 2.418, -1.405], [2.229, 2.746, 0.397], [2.057, -2.249, -1.282], [-1.394, -2.410, 0.022], [-1.374, 1.267, -0.734], [4.000, -0.060, 1.140], [3.766, 1.602, 1.177], [-4.316, 0.687, 0.742], [-2.988, 1.734, 0.373]]
}



{
  "formula": "C20H18BrNO2PW",
  "method": "ωB97M-V/def2-TZVPD",
  "lumo_energy_ev": [-12.7068, -12.7135],
  "orbital_gap_ha": [0.1744, 0.1741],
  "de_lowest_ev": 0.000,
  "homo_ev": [-17.5, -17.5],
  "total_charge": 3,
  "energy_ha": -3959.56220,
  "elements": ["W", "O", "C", "O", "C", "P", "C", "C", "C", "C", "C", "C", "C", "C", "C", "C", "C", "C", "H", "H", "H", "H", "H", "H", "H", "H", "H", "H", "H", "H", "C", "C", "C", "C", "C", "Br", "N", "C", "H", "H", "H", "H", "H", "H"],
  "positions_angstrom": [[0.224, 1.060, -0.325], [-1.815, 1.188, -0.638], [-1.793, -0.093, -0.477], [-0.870, -0.437, 0.402], [-2.365, -1.064, -1.383], [-0.830, -1.802, -2.321], [-1.351, -1.721, -4.023], [-2.311, -0.849, -4.567], [-2.613, -0.913, -5.911], [-1.969, -1.847, -6.725], [-1.031, -2.719, -6.199], [-0.720, -2.663, -4.848], [0.323, -0.254, -2.158], [1.544, -0.445, -1.398], [2.460, 0.624, -1.273], [2.059, 1.911, -1.645], [0.822, 2.122, -2.343], [0.067, 1.007, -2.735], [-3.087, -0.612, -2.054], [-2.786, -1.921, -0.852], [-2.861, -0.153, -3.943], [-3.363, -0.258, -6.333], [-2.223, -1.898, -7.776], [-0.551, -3.453, -6.832], [0.000, -3.357, -4.431], [1.786, -1.437, -1.037], [3.407, 0.481, -0.766], [2.687, 2.765, -1.419], [0.540, 3.118, -2.662], [-0.829, 1.166, -3.326], [2.877, -1.063, 4.251], [2.257, 0.080, 3.509], [2.059, 1.326, 4.119], [1.445, 2.387, 3.449], [1.083, 2.129, 2.162], [0.163, 3.333, 0.966], [1.262, 0.962, 1.520], [1.832, -0.061, 2.197], [3.724, -0.722, 4.846], [3.218, -1.847, 3.577], [2.147, -1.497, 4.938], [2.383, 1.476, 5.143], [1.272, 3.346, 3.920], [1.932, -0.996, 1.662]]
}



{
  "formula": "C41H105N7O13",
  "method": "ωB97M-V/def2-TZVPD",
  "smiles": "COC[C@H](C)N.COC[C@H](C)N.COCCNCCOC.COCCNCCOC.COCCNCCOC.COCCNCCOC.COCCNCCOC.CC(C)O",
  "lumo_energy_ev": 0.5117,
  "orbital_gap_ha": 0.3304,
  "de_lowest_ev": 1.571,
  "homo_ev": -8.5,
  "energy_ha": -2986.16550,
  "elements": ["C", "O", "C", "C", "C", "N", "H", "H", "H", "H", "H", "H", "H", "H", "H", "H", "H", "C", "O", "C", "C", "C", "N", "H", "H", "H", "H", "H", "H", "H", "H", "H", "H", "H", "C", "O", "C", "C", "N", "C", "C", "O", "C", "H", "H", "H", "H", "H", "H", "H", "H", "H", "H", "H", "H", "H", "H", "H", "C", "O", "C", "C", "N", "C", "C", "O", "C", "H", "H", "H", "H", "H", "H", "H", "H", "H", "H", "H", "H", "H", "H", "H", "C", "O", "C", "C", "N", "C", "C", "O", "C", "H", "H", "H", "H", "H", "H", "H", "H", "H", "H", "H", "H", "H", "H", "H", "C", "O", "C", "C", "N", "C", "C", "O", "C", "H", "H", "H", "H", "H", "H", "H", "H", "H", "H", "H", "H", "H", "H", "H", "C", "O", "C", "C", "N", "C", "C", "O", "C", "H", "H", "H", "H", "H", "H", "H", "H", "H", "H", "H", "H", "H", "H", "H", "C", "C", "C", "O", "H", "H", "H", "H", "H", "H", "H", "H"],
  "positions_angstrom": [[2.218, 3.036, -2.966], [1.680, 3.680, -4.079], [2.655, 3.963, -5.082], [1.969, 4.609, -6.291], [0.715, 3.887, -6.793], [2.918, 4.991, -7.347], [2.966, 2.262, -3.176], [1.485, 2.564, -2.310], [2.713, 3.811, -2.358], [3.409, 4.592, -4.605], [3.153, 3.036, -5.395], [1.775, 5.599, -5.860], [0.014, 3.965, -5.961], [0.973, 2.833, -6.926], [0.377, 4.317, -7.730], [2.413, 5.490, -8.073], [3.174, 4.149, -7.872], [2.659, -2.029, 7.854], [2.728, -2.873, 6.721], [2.675, -2.092, 5.523], [2.372, -3.081, 4.387], [2.157, -2.439, 3.022], [1.097, -3.749, 4.717], [1.608, -1.738, 7.972], [3.291, -1.139, 7.854], [2.871, -2.591, 8.765], [1.846, -1.380, 5.562], [3.698, -1.735, 5.394], [3.202, -3.797, 4.416], [1.940, -3.175, 2.248], [3.014, -1.833, 2.719], [1.255, -1.834, 3.131], [1.103, -3.919, 5.717], [0.892, -4.608, 4.229], [4.023, 10.511, -4.133], [3.878, 9.188, -3.654], [2.537, 8.747, -3.767], [2.570, 7.249, -3.455], [1.255, 6.633, -3.650], [0.280, 7.150, -2.674], [-0.917, 6.224, -2.637], [-0.680, 4.947, -2.055], [-1.862, 4.419, -1.504], [4.084, 10.441, -5.232], [4.896, 11.109, -3.884], [3.107, 11.098, -4.018], [2.057, 8.925, -4.730], [1.946, 9.178, -2.953], [3.048, 7.075, -2.480], [3.309, 6.785, -4.117], [1.367, 5.638, -3.464], [-0.131, 8.110, -2.995], [0.749, 7.264, -1.689], [-1.437, 6.098, -3.591], [-1.674, 6.738, -2.024], [-1.610, 3.475, -1.018], [-2.568, 4.038, -2.256], [-2.418, 5.098, -0.856], [2.353, 9.687, 4.941], [1.440, 8.647, 4.925], [1.949, 7.327, 4.805], [0.787, 6.371, 5.034], [-0.250, 6.504, 3.992], [0.114, 6.077, 2.653], [-1.075, 6.212, 1.712], [-1.607, 7.529, 1.619], [-0.746, 8.519, 1.137], [3.226, 9.515, 5.591], [1.899, 10.616, 5.276], [2.868, 9.878, 3.987], [2.734, 7.184, 5.554], [2.354, 7.208, 3.798], [0.294, 6.541, 5.994], [1.078, 5.321, 5.125], [-0.390, 7.512, 4.021], [0.433, 5.030, 2.641], [0.991, 6.596, 2.244], [-1.948, 5.623, 1.982], [-0.713, 6.033, 0.688], [-0.413, 8.402, 0.102], [0.135, 8.670, 1.777], [-1.244, 9.483, 1.257], [-0.705, -9.288, -4.251], [0.030, -8.685, -3.189], [0.081, -9.531, -2.049], [1.042, -8.988, -1.005], [0.355, -7.737, -0.620], [1.231, -6.783, 0.053], [2.014, -7.364, 1.238], [3.255, -7.896, 0.817], [3.830, -8.639, 1.889], [-0.071, -10.012, -4.768], [-1.072, -8.603, -5.012], [-1.540, -9.791, -3.760], [0.328, -10.531, -2.429], [-0.862, -9.659, -1.503], [2.015, -8.828, -1.482], [1.145, -9.656, -0.153], [-0.038, -7.276, -1.427], [0.649, -5.902, 0.338], [1.909, -6.400, -0.727], [1.378, -8.062, 1.796], [2.223, -6.553, 1.949], [3.258, -9.558, 2.057], [3.879, -8.125, 2.850], [4.807, -8.934, 1.510], [-2.593, -5.727, 0.907], [-1.558, -4.736, 1.011], [-1.698, -4.009, 2.212], [-2.954, -3.118, 2.313], [-2.741, -2.028, 3.254], [-1.872, -0.940, 2.771], [-2.078, 0.274, 3.667], [-3.428, 0.706, 3.449], [-3.721, 1.941, 4.073], [-3.537, -5.292, 0.579], [-2.606, -6.307, 1.833], [-2.232, -6.408, 0.135], [-0.835, -3.333, 2.136], [-1.474, -4.550, 3.137], [-3.742, -3.741, 2.740], [-3.265, -2.775, 1.319], [-3.618, -1.529, 3.387], [-2.169, -0.679, 1.749], [-0.846, -1.287, 2.909], [-1.402, 1.102, 3.437], [-1.962, -0.032, 4.712], [-4.751, 1.829, 4.421], [-3.670, 2.745, 3.326], [-3.048, 2.243, 4.878], [-1.775, -5.573, -2.893], [-2.505, -4.381, -2.767], [-1.707, -3.207, -2.818], [-1.364, -2.766, -1.377], [-0.732, -1.459, -1.364], [0.210, -1.349, -0.257], [0.920, 0.005, -0.192], [-0.012, 0.919, 0.409], [0.589, 2.092, 0.908], [-1.192, -5.773, -1.983], [-1.007, -5.618, -3.673], [-2.411, -6.448, -3.025], [-2.294, -2.452, -3.346], [-0.770, -3.324, -3.369], [-0.681, -3.563, -1.080], [-2.270, -2.929, -0.787], [-1.454, -0.756, -1.266], [0.998, -2.103, -0.227], [-0.426, -1.455, 0.632], [1.117, 0.349, -1.213], [1.885, -0.030, 0.320], [1.297, 1.774, 1.685], [-0.193, 2.726, 1.324], [1.178, 2.710, 0.219], [-5.147, -7.970, -3.192], [-5.248, -7.154, -1.904], [-6.601, -6.505, -1.680], [-4.921, -7.950, -0.752], [-4.872, -8.985, -2.899], [-4.430, -7.514, -3.872], [-6.071, -8.096, -3.760], [-4.460, -6.397, -1.871], [-6.800, -6.182, -0.659], [-7.419, -7.135, -2.038], [-6.677, -5.577, -2.259], [-5.191, -8.865, -0.877]]
}